Here is the molecule C4H8O2 from the OMol25 dataset. Energies are from ωB97M-V/def2-TZVPD.

Structure (XYZ):
```
14
Properties=species:S:1:pos:R:3:forces:R:3:mulliken_charge:R:1
C -0.127685 1.444013 -0.056472 0.0 0.0 0.0 -1.302
C -0.216069 -0.066470 -0.230016 -0.1 0.1 -0.1 0.620
C -1.523460 -0.726161 0.170432 0.0 0.0 0.0 -1.327
O 0.807807 -0.638228 0.625917 0.2 -0.1 0.0 -0.322
C 2.023668 -0.763178 0.093478 0.2 0.0 -0.3 0.115
O 2.324785 -0.557562 -1.054540 -0.1 0.0 0.5 -0.498
H -0.962970 1.965947 -0.533410 0.1 -0.2 0.0 0.354
H -0.113813 1.700404 1.008365 -0.1 -0.1 -0.1 0.321
H 0.803590 1.802855 -0.507452 -0.2 0.0 0.1 0.331
H 0.026922 -0.333246 -1.261973 0.0 0.0 0.1 0.309
H -1.410775 -1.813180 0.104163 -0.1 0.2 0.0 0.336
H -2.327306 -0.427853 -0.510578 0.1 0.0 0.1 0.378
H -1.817350 -0.472748 1.194019 0.1 0.0 -0.1 0.316
H 2.729804 -1.082128 0.873775 0.0 -0.1 -0.1 0.367
```
Positions in Å, forces in eV/Å.

Highest occupied orbital energy (eV): -10.7
ΔE to the lowest compared entry with this formula, charge and spin (kcal/mol): 10.07
Energy (eV): -8372.8449
Spin multiplicity: 1
SMILES: CC(C)OC=O

---

Here is a cluster of 2 separate species, C4H8O2 in total from the OMol25 dataset. Energies are from ωB97M-V/def2-TZVPD.

Structure (XYZ):
```
14
Properties=species:S:1:pos:R:3:forces:R:3:mulliken_charge:R:1
C 0.824887 -2.009399 -0.400372 -0.1 0.0 0.0 -0.920
C 1.232065 -0.655433 0.108592 0.1 -0.1 0.3 0.072
O 0.902128 -0.238866 1.195214 0.2 -0.2 -0.4 -0.489
C -0.393300 1.476624 -0.416097 0.2 0.3 -0.4 0.100
O 0.457136 2.329093 -0.506517 -0.6 -0.3 0.1 -0.517
C -1.468167 1.392791 0.630638 0.1 0.1 0.1 -0.851
H 1.602459 -2.734826 -0.136372 0.0 0.1 -0.1 0.329
H -0.105489 -2.308481 0.086225 0.1 0.0 0.0 0.271
H 0.708691 -2.016197 -1.487164 0.0 0.0 0.1 0.302
H 1.861308 -0.038019 -0.566029 0.0 -0.1 0.2 0.447
H -0.427673 0.657574 -1.172669 0.0 0.1 0.0 0.402
H -1.856160 0.372660 0.710905 0.1 0.2 0.0 0.216
H -2.287632 2.071256 0.366368 0.1 -0.1 0.0 0.356
H -1.050252 1.701221 1.587279 -0.1 0.0 0.0 0.281
```
Positions in Å, forces in eV/Å.

Highest occupied orbital energy (eV): -9.8
ΔE to the lowest compared entry with this formula, charge and spin (kcal/mol): 38.24
Energy (eV): -8371.6233
Spin multiplicity: 1
SMILES: CC=O.CC=O